Below is 2 unconnected molecules or ions with the total composition C4H10N2, with properties calculated with ωB97M-V/def2-TZVPD.

Cartesian coordinates (Å):
N -1.60 -1.06 1.76
N 0.65 2.08 -2.88
C -1.48 -3.30 2.62
C 2.28 2.11 -1.12
C -1.14 -2.39 1.72
C 1.39 2.71 -1.90
H 2.60 1.08 -1.24
H 0.02 2.57 -3.48
H -1.20 -0.45 1.08
H -2.60 -0.97 1.82
H -1.16 -4.33 2.55
H 2.76 2.68 -0.33
H -2.07 -2.99 3.47
H 1.18 3.77 -1.80
H -0.55 -2.66 0.84
H 0.92 1.13 -3.10

Computed properties:
ΔE to the lowest compared entry with this formula, charge and spin ... 40.5 kcal per mole
SMILES string ... C=CN.C=CN
HOMO energy ... -8.158 eV
Net charge ... 0
Multiplicity ... 1
M ... 86.14 g mol⁻¹
F_max ... 0.64 eV Å⁻¹
Calculated total energy ... -267.86084 a.u.